Computed, not measured: a structure of composition C55H134AsF6N10O10 in a non-equilibrium geometry, with ωB97M-V/def2-TZVPD.

Structure (XYZ):
```
216
C55H134AsF6N10O10 ωB97M-V/def2-TZVPD
As 19.20303 18.19317 -4.02772
F 19.13435 19.28140 -2.59606
F 20.98651 18.16368 -3.96842
F 19.12433 17.00888 -5.45583
F 17.36934 18.21728 -3.98680
F 19.22694 19.55992 -5.18354
F 19.18870 16.79213 -2.95310
C 15.75033 10.49037 -0.13877
C 14.55217 10.50046 -1.11439
C 13.33879 9.96421 -0.35413
C 12.67140 10.81433 0.67694
C 12.28182 12.13805 0.01404
C 13.48239 12.87982 -0.71354
N 14.23768 11.86715 -1.53133
O 15.24091 12.42079 -2.36705
C 12.91944 13.88191 -1.71289
C 14.34699 13.61897 0.23862
C 14.74298 9.58016 -2.29174
H 16.63915 10.82874 -0.67133
H 15.93006 9.59333 0.45377
H 15.61402 11.29203 0.58709
H 12.67379 9.46691 -1.06023
H 13.68926 9.10679 0.22042
H 13.41412 11.08397 1.42778
H 11.90593 10.29609 1.25453
H 11.83923 12.75059 0.79953
H 11.46942 11.97221 -0.69350
H 13.68138 14.53303 -2.14135
H 12.36001 13.33297 -2.47038
H 12.20991 14.59143 -1.28714
H 14.61365 13.07774 1.14640
H 15.36287 13.83463 -0.09243
H 14.01009 14.60031 0.57264
H 15.67261 9.72765 -2.84139
H 13.93074 9.60206 -3.01830
H 14.82918 8.57037 -1.89052
H 15.85363 12.92127 -1.82326
C 20.28287 11.83496 7.01608
C 19.46865 11.82973 5.68671
C 18.28371 12.78891 5.78018
C 18.61474 14.26910 5.65265
C 19.42036 14.49111 4.37091
C 20.63632 13.57087 4.16936
N 20.28290 12.14194 4.46602
O 21.30983 11.26055 4.34515
C 21.05349 13.75374 2.67818
C 21.75168 14.15268 5.06848
C 18.82572 10.50509 5.46897
H 21.29218 11.42390 7.03682
H 19.67928 11.41560 7.82102
H 20.47753 12.88123 7.25170
H 17.51118 12.60996 5.03234
H 17.98203 12.82389 6.82702
H 19.19722 14.56736 6.52434
H 17.68497 14.83753 5.67560
H 19.84834 15.48696 4.48587
H 18.76216 14.47993 3.50214
H 21.10576 14.78272 2.32241
H 22.08841 13.42766 2.57470
H 20.37052 13.16144 2.06924
H 21.44562 14.28660 6.10602
H 22.73462 13.69122 5.16335
H 22.07382 15.16457 4.82274
H 17.92476 10.31032 6.05073
H 19.32350 9.57890 5.75615
H 18.59649 10.40446 4.40810
H 21.01872 10.73275 3.59797
C 12.86664 21.56400 -12.57121
C 13.45949 21.82854 -11.15353
C 14.08954 20.52227 -10.74263
C 15.57847 20.39507 -11.15577
C 16.37629 21.65004 -10.82934
C 15.79111 23.00627 -11.31892
N 14.34769 22.99338 -11.11245
O 13.75891 24.21560 -11.46763
C 16.51417 24.14190 -10.53938
C 16.11682 23.11730 -12.80703
C 12.34535 22.17376 -10.10943
H 12.19778 22.33911 -12.94528
H 12.30754 20.63751 -12.70199
H 13.66578 21.43307 -13.30081
H 13.96377 20.40339 -9.66645
H 13.56660 19.64520 -11.12393
H 15.64277 20.12568 -12.21000
H 16.01887 19.47763 -10.76531
H 17.39523 21.45203 -11.16196
H 16.58930 21.69263 -9.76122
H 16.26392 25.12584 -10.93604
H 16.17920 24.15720 -9.50225
H 17.60270 24.08571 -10.54416
H 15.78336 24.03233 -13.29656
H 17.18252 23.24037 -12.99996
H 15.80518 22.23233 -13.36184
H 11.64933 21.37252 -9.86107
H 11.70432 22.99731 -10.42398
H 12.76349 22.49504 -9.15547
H 13.63337 24.68782 -10.64128
C 25.82123 21.45917 5.54633
C 25.15402 22.67611 4.98517
C 23.75198 22.37724 4.38429
O 23.97861 21.76078 3.11405
C 22.74596 21.15041 2.66380
N 25.00906 23.62562 6.06772
H 25.05100 21.06975 6.21206
H 26.76068 21.68196 6.05219
H 25.96364 20.66530 4.81313
H 25.82830 23.17448 4.28870
H 23.23417 23.32960 4.27037
H 23.18285 21.69646 5.01731
H 22.40875 20.39336 3.37179
H 22.85500 20.67255 1.69022
H 21.90745 21.82157 2.47796
H 24.78473 24.58391 5.84086
H 24.33096 23.39063 6.77839
C 26.99518 12.17577 -4.07151
C 25.74651 11.72652 -4.83738
C 24.43807 12.06980 -4.18521
O 23.38684 11.59993 -5.01254
C 22.12083 11.46569 -4.31222
N 25.87825 12.29506 -6.14244
H 27.14224 13.24710 -3.93471
H 27.91764 11.89009 -4.57706
H 27.14422 11.74340 -3.08209
H 25.70304 10.63810 -4.87680
H 24.28569 13.12546 -3.96058
H 24.36184 11.61298 -3.19850
H 21.46669 10.76069 -4.82521
H 21.67192 12.45112 -4.18760
H 22.16826 11.04291 -3.30868
H 26.74832 11.78887 -6.22528
H 26.33973 13.19067 -6.07151
C 17.86446 28.26107 3.25221
C 18.29046 26.84056 3.70579
C 17.27580 25.75676 3.36481
O 17.71204 24.47668 3.69250
C 16.93361 23.43789 3.05172
N 19.47217 26.51978 2.88680
H 17.41766 28.26975 2.25803
H 18.68486 28.96246 3.40413
H 17.11683 28.45456 4.02144
H 18.57681 26.73117 4.75180
H 17.05634 25.78629 2.29754
H 16.37279 25.89029 3.96050
H 15.87876 23.52800 3.31109
H 17.26144 22.48126 3.45851
H 17.18182 23.46265 1.99065
H 19.21900 26.84470 1.96461
H 19.53427 25.51364 2.82407
C 14.00143 12.02092 -9.40642
C 14.55493 13.35343 -8.90138
C 13.30552 14.09914 -8.30733
O 12.20640 14.25105 -9.21209
C 11.11975 15.00400 -8.70225
N 15.56925 13.18189 -7.85250
H 13.56178 11.51002 -8.54980
H 14.74578 11.45748 -9.96906
H 13.18369 12.08672 -10.12410
H 14.95843 13.94744 -9.72139
H 13.59547 15.08201 -7.93587
H 12.97702 13.63410 -7.37784
H 10.92815 15.81565 -9.40410
H 11.23719 15.32883 -7.66843
H 10.26153 14.33480 -8.64120
H 15.89887 14.10102 -7.59433
H 15.04586 12.96452 -7.01649
C 25.13475 23.33253 -5.49842
C 26.11192 22.40371 -6.18276
C 27.52673 23.06326 -6.39945
O 27.24651 24.09328 -7.42351
C 28.41300 24.89206 -7.86505
N 26.28129 21.32202 -5.27148
H 25.05433 24.21391 -6.13467
H 25.55625 23.70607 -4.56521
H 24.22850 22.80250 -5.20539
H 25.79782 21.99493 -7.14315
H 28.20526 22.25036 -6.65808
H 27.86498 23.46539 -5.44448
H 29.22336 24.19400 -8.07509
H 28.64743 25.46966 -6.97088
H 28.23391 25.56966 -8.69984
H 25.37844 21.00976 -4.94369
H 26.71910 21.57684 -4.39772
C 22.72546 16.94982 -10.20346
C 22.83078 15.45208 -10.23145
C 23.96470 14.92902 -11.14037
O 24.22836 13.54469 -10.79775
C 25.07465 12.88691 -11.74941
N 23.03420 15.03140 -8.87542
H 22.19202 17.40206 -11.03954
H 23.61830 17.51692 -9.94019
H 22.12296 17.32832 -9.37773
H 21.89272 15.04123 -10.60473
H 24.79670 15.58924 -10.89543
H 23.73590 15.08009 -12.19533
H 25.55924 11.99616 -11.34963
H 25.82623 13.57495 -12.13650
H 24.50750 12.56176 -12.62160
H 23.75399 15.58188 -8.42936
H 22.19647 15.43968 -8.48606
C 14.34552 23.83778 -3.48286
C 14.04534 23.67207 -1.99715
C 13.00024 24.57767 -1.43373
O 12.85891 24.42351 0.00067
C 12.12661 25.43399 0.61247
N 13.60805 22.22314 -1.85736
H 14.62876 24.87231 -3.67682
H 13.46252 23.50287 -4.02717
H 15.15247 23.13048 -3.67435
H 14.97785 23.78681 -1.44456
H 12.09695 24.29188 -1.97274
H 13.22250 25.61705 -1.67538
H 11.16334 25.71864 0.18915
H 12.77919 26.30628 0.57594
H 11.86496 25.34316 1.66670
H 14.33617 21.64427 -2.25086
H 13.64976 21.96052 -0.88298
```

Total energy ... -6310.60042 a.u.
Net charge ... -1
Strongest force on any atom ... 0.070 Eh/bohr
HOMO-LUMO gap ... 8.37 eV
LUMO level ... 1.721 eV


Computed, not measured: an isolated molecule of C17H12BrClN6S in a non-equilibrium geometry, with ωB97M-V/def2-TZVPD.

Structure (XYZ):
```
38
C17H12BrClN6S ωB97M-V/def2-TZVPD
C 0.09149 -0.27370 2.91632
C 0.36019 -0.13682 1.43003
C -0.52539 -0.07420 0.35061
C -1.98078 -0.23795 0.31248
N -2.64899 -0.54742 1.40754
N -3.93774 -0.69061 1.04312
C -4.07323 -0.54014 -0.32628
S -5.44997 -0.85323 -1.17178
N -2.84043 -0.11032 -0.77793
C -2.56779 0.04458 -2.13484
C -1.71097 -0.87321 -2.78191
C -1.40971 -0.74325 -4.13579
C -2.06719 0.23435 -4.90488
Br -1.74946 0.43036 -6.75253
C -2.94925 1.11920 -4.29091
C -3.19179 1.02750 -2.90848
N 0.25744 0.11962 -0.81012
N 1.50302 0.11578 -0.51881
N 1.60489 0.00594 0.83822
C 2.83860 0.10224 1.48210
C 3.68323 1.23096 1.22425
C 4.83937 1.38747 1.97188
C 5.22331 0.46087 2.96028
Cl 6.69703 0.66073 3.90840
C 4.41777 -0.67698 3.17139
C 3.25232 -0.87288 2.41429
H 0.64926 0.52957 3.43185
H -0.97779 -0.18589 3.15409
H 0.41186 -1.23865 3.24026
H -4.62426 -1.17474 1.61744
H -1.17790 -1.60708 -2.19845
H -0.69159 -1.40823 -4.58260
H -3.44351 1.85055 -4.91802
H -3.87466 1.75692 -2.46092
H 3.33945 1.99811 0.49113
H 5.46801 2.24394 1.78444
H 4.67657 -1.38880 3.93908
H 2.57861 -1.68457 2.58504
```

Total energy ... -4415.93385 a.u.
SMILES string ... Cc1c(-c2n[nH]c(=S)n2-c2ccc(Br)cc2)nnn1-c1ccc(Cl)cc1
Strongest force on any atom ... 0.053 Eh/bohr
HOMO-LUMO gap ... 8.07 eV
LUMO level ... 0.086 eV
Energy relative to the best compared isomer or geometry (same formula, charge and spin) ... 0.020 eV


Computed, not measured: a cluster of 5 separate species, C29H65N7O5 in total in a non-equilibrium geometry, with ωB97M-V/def2-TZVPD.

Structure (XYZ):
```
106
C29H65N7O5 ωB97M-V/def2-TZVPD
C 0.48828 2.94087 3.04756
C 1.20927 4.33210 2.80084
C 0.76403 4.89777 1.39157
C 0.81867 5.30813 3.95299
C 1.58992 4.95994 5.22433
C 3.12139 4.99725 4.92279
C 3.60691 3.98401 3.83067
C 5.04720 4.45976 3.48017
C 3.64708 2.56639 4.48031
N 2.70437 4.06866 2.69621
O 3.03487 3.21985 1.64255
H 0.61889 2.29688 2.17788
H 0.78401 2.54351 4.01851
H -0.59319 2.98384 3.17670
H -0.28169 5.20177 1.34501
H 1.37728 5.76505 1.14696
H 0.89777 4.24894 0.52598
H 0.87469 6.30757 3.52164
H -0.22230 5.08061 4.18258
H 1.35489 5.73371 5.95519
H 1.29250 4.00704 5.66207
H 3.62752 4.99167 5.88815
H 3.26487 5.98700 4.48928
H 5.21050 5.32745 2.84097
H 5.63400 3.58071 3.21362
H 5.45965 4.80324 4.42885
H 4.60166 2.32498 4.94785
H 3.46841 1.79007 3.73633
H 2.85952 2.35959 5.20494
H 3.23242 3.85542 0.95071
C -2.82802 1.46904 0.46259
C -3.16493 2.00589 -1.02139
C -4.62860 1.86221 -1.43564
C -2.74397 3.49626 -1.01701
C -2.31314 4.08801 -2.39526
C -1.11238 3.29277 -3.03798
C -1.67004 1.79812 -3.23441
C -2.78636 1.84939 -4.34881
C -0.45801 1.01050 -3.78385
N -2.17018 1.24817 -1.94636
O -2.43292 -0.08621 -2.01858
H -2.98400 0.39322 0.54241
H -1.78432 1.69667 0.67935
H -3.52263 1.87827 1.19617
H -5.36009 2.00166 -0.63967
H -4.85628 2.40329 -2.35406
H -4.75477 0.82353 -1.74113
H -3.56563 4.07475 -0.59469
H -1.86557 3.68195 -0.39892
H -3.13245 4.30986 -3.07910
H -1.95643 5.11006 -2.26774
H -0.21445 3.53309 -2.46871
H -0.88858 3.55636 -4.07168
H -2.39845 2.10726 -5.33427
H -3.61366 2.53879 -4.18026
H -3.24135 0.85907 -4.36771
H -0.60479 -0.06094 -3.92012
H 0.27903 0.90650 -2.98756
H 0.02769 1.50056 -4.62767
H -1.68967 -0.52324 -1.59644
C -2.63804 -7.96042 0.13379
C -1.55142 -7.01052 -0.20292
C -0.60039 -6.96090 1.03285
C -0.69690 -7.60777 -1.45118
C 0.37503 -6.59943 -1.89763
C -0.39427 -5.33846 -2.34191
C -1.24517 -4.64004 -1.21506
C -0.38316 -3.77213 -0.23583
C -2.21756 -3.66922 -1.94960
N -2.05130 -5.67239 -0.55419
O -2.75782 -5.07404 0.56776
H -3.22787 -7.66353 1.00099
H -3.33472 -8.10325 -0.69225
H -2.34707 -8.99422 0.32006
H -1.12513 -6.90848 1.98679
H -0.02877 -7.87763 1.17761
H 0.13834 -6.16013 0.99902
H -0.12650 -8.49695 -1.18265
H -1.32738 -7.71534 -2.33381
H 1.08366 -6.41783 -1.08957
H 0.94896 -7.05960 -2.70195
H -1.05746 -5.51316 -3.18910
H 0.41215 -4.75187 -2.78202
H 0.69377 -3.81832 -0.39769
H -0.52460 -4.09544 0.79547
H -0.61624 -2.70773 -0.20720
H -2.90816 -4.28067 -2.53036
H -1.67805 -2.85099 -2.42661
H -2.70173 -2.97703 -1.26071
H -3.56317 -4.75558 0.15351
N 1.89337 0.27892 0.74064
C 0.90909 0.37053 -0.09698
N 0.60387 1.62652 -0.30674
O 0.36772 -0.59456 -0.64362
H 2.37251 -0.60554 0.83150
H 2.24096 1.09328 1.22653
H 1.07559 2.41372 0.11506
H -0.11344 1.78585 -0.99968
N 2.62286 -2.22535 -2.51340
C 3.56993 -2.28583 -1.69711
N 4.64053 -2.61195 -2.22308
O 3.54018 -2.00905 -0.52426
H 1.87213 -1.70765 -2.07927
H 2.74778 -2.09976 -3.50774
H 5.41250 -2.73307 -1.58316
H 4.63699 -2.99166 -3.15898
```

Total energy ... -1903.28788 a.u.
SMILES string ... CC1(C)CCCC(C)(C)N1O.CC1(C)CCCC(C)(C)N1O.CC1(C)CCCC(C)(C)N1O.NC(N)=O.NC(N)=O
Strongest force on any atom ... 0.183 Eh/bohr
HOMO-LUMO gap ... 8.39 eV
LUMO level ... 0.472 eV
Energy relative to the best compared isomer or geometry (same formula, charge and spin) ... 2.228 eV


Q: Among the records above, which one has the highest strongest force on any atom?
A: C29H65N7O5